[1]
66
Properties=species:S:1:pos:R:3:forces:R:3:nbo_charge:R:1 method="wB97M-V/def2-TZVPD" homo_lumo_gap_ev=9.68 homo_ev=-12.30 lumo_ev=-2.61 energy_ha=-2919.55441 spin_multiplicity=1 charge=+1
H 3.297 1.452 -2.909 0.1 0.0 0.0 0.1644
C -0.472 -4.880 1.283 0.3 0.4 0.2 -0.4204
H 0.000 -4.230 -0.729 0.1 -0.1 0.1 0.2287
F 3.151 3.408 -3.265 -0.1 0.0 0.0 -0.3580
H -0.222 -3.262 -3.476 0.2 0.1 0.0 0.2132
C -1.722 -0.058 2.132 -0.1 0.0 0.3 -0.7404
C -2.818 1.729 -1.011 0.2 0.3 0.2 -0.6191
C 0.484 -4.252 0.248 -0.3 0.0 0.1 -0.4193
H -3.400 -1.238 1.349 0.0 0.1 0.1 0.2129
P -1.127 0.021 0.401 0.0 -0.3 0.2 0.9950
H -1.648 0.911 2.638 0.1 -0.1 -0.1 0.2248
C -4.287 5.484 -2.068 0.0 0.0 0.0 -0.2861
H 3.667 2.555 -0.250 -0.1 -0.1 -0.1 0.2269
O 2.093 3.270 1.906 0.0 0.0 -0.1 -0.5407
Cl -2.889 5.071 -3.067 0.0 0.0 0.0 0.0149
H 0.878 1.882 -1.250 0.2 0.1 0.1 0.2096
C 1.033 2.358 1.731 0.0 0.1 -0.1 -0.0764
H -0.330 -5.961 1.316 -0.2 0.1 -0.1 0.2446
C 1.355 -0.650 -0.321 -0.1 -0.3 -0.3 0.7447
H -2.130 -4.318 -0.014 0.1 -0.1 0.0 0.1555
H -4.749 6.366 -2.493 0.0 0.0 0.0 0.2367
Cl -5.478 4.186 -2.080 0.0 0.0 0.0 0.0247
H -2.811 0.845 -1.651 0.0 0.1 0.0 0.2150
C 2.913 2.565 -1.046 0.0 0.0 0.2 -0.4762
H 0.012 -2.335 1.132 0.0 0.0 -0.2 0.2200
C 0.867 -2.833 0.681 0.3 -0.1 0.3 -0.2053
H 4.657 2.458 -2.344 -0.1 0.0 0.0 0.1810
Cl -3.784 5.864 -0.421 0.0 0.0 0.0 0.0192
C 3.568 2.390 -2.418 0.0 0.1 0.0 0.0497
H 1.373 -4.882 0.164 0.0 0.2 -0.1 0.2203
H 3.000 1.963 3.261 0.0 0.1 0.0 0.1634
H 0.178 2.930 1.370 0.0 -0.1 0.1 0.2053
C -1.613 1.746 -0.035 -0.5 0.2 0.0 -0.7488
C 1.497 1.290 0.749 0.1 0.0 0.3 -0.0640
H -3.394 -1.055 3.103 0.0 0.2 -0.2 0.2329
H 1.127 -2.251 -4.049 0.0 0.1 0.1 0.1924
H 0.773 1.871 2.680 -0.1 0.1 -0.1 0.1926
N 2.053 0.174 -1.197 0.0 0.1 1.4 -0.6175
C -1.950 -4.568 1.042 0.0 0.0 0.0 -0.0569
C -3.188 -0.536 2.161 0.1 -0.1 0.2 -0.6219
H 2.939 -3.284 -0.981 -0.2 0.0 -0.1 0.2104
H -3.759 1.763 -0.456 0.1 -0.1 -0.1 0.2224
H -3.883 0.303 2.088 0.0 -0.1 -0.1 0.2208
H 2.466 3.529 3.932 0.0 -0.1 -0.1 0.1892
O -2.694 -5.711 1.430 0.4 0.0 0.0 -0.7121
H 2.475 3.569 -1.051 0.2 -0.1 0.2 0.2673
H -1.905 2.257 0.891 0.1 0.0 -0.2 0.2307
H 0.154 -1.751 -2.622 0.0 0.0 -0.1 0.1733
H -1.066 -0.744 2.678 -0.1 -0.1 -0.1 0.2350
H 3.048 -0.030 -1.170 0.0 -0.1 -0.4 0.3977
H 2.464 0.934 1.146 -0.2 0.1 0.1 0.1986
O 1.454 -3.366 -2.328 -0.1 0.0 0.2 -0.5137
C 2.895 3.035 3.052 0.1 0.1 0.2 -0.2549
H 3.885 3.457 2.862 -0.2 -0.1 0.0 0.2046
H 1.649 -2.901 1.451 -0.2 0.0 0.0 0.2116
H -0.198 -4.504 2.279 0.0 -0.3 -0.1 0.1996
C 2.220 -2.616 -1.463 0.3 0.1 -0.1 0.1045
H -2.776 2.618 -1.645 -0.1 -0.2 0.1 0.2327
C 0.587 -2.599 -3.162 -0.1 -0.1 -0.2 -0.2672
N 1.431 -1.964 -0.386 -0.3 0.3 -0.2 -0.3772
H -3.616 -5.571 1.223 -0.4 0.0 0.0 0.4743
H 2.767 -1.833 -1.999 -0.1 -0.1 0.1 0.1809
C 1.787 1.586 -0.715 -0.1 -0.1 -0.7 -0.0348
H -0.798 2.333 -0.457 -0.1 -0.2 -0.1 0.2314
H -2.254 -3.699 1.640 0.0 0.0 -0.1 0.1523
N 0.643 0.055 0.634 0.7 0.2 -0.6 -0.7148

***

[2]
66
Properties=species:S:1:pos:R:3:forces:R:3:nbo_charge:R:1 method="wB97M-V/def2-TZVPD" homo_lumo_gap_ev="4.96 / 5.52" relative_energy_kcal_mol=14.9 homo_ev="-2.62 / -3.20" lumo_ev="2.34 / 2.33" energy_ha=-7747.67833 spin_multiplicity=5 charge=-1
H 2.328 0.462 5.704 0.0 0.0 0.0 0.1875
H 2.448 -2.406 -2.456 0.0 0.0 0.0 0.1968
H -2.330 2.858 -0.208 0.0 0.0 0.0 0.3827
H -0.142 1.156 -5.119 0.0 0.0 0.0 0.1938
Se -2.427 -2.204 0.712 -0.3 -2.0 -0.1 -0.3781
H 0.734 -2.703 4.540 0.0 0.0 0.0 0.2442
H -1.847 2.541 -1.741 0.1 -0.1 0.0 0.3613
H -0.401 1.342 4.654 0.0 0.0 0.0 0.2494
C -0.136 0.221 2.361 0.1 -0.3 -0.4 0.6589
N 0.657 0.092 3.389 -0.1 0.2 0.1 -0.4800
C 3.218 0.630 -1.152 -0.1 0.0 0.1 -0.6108
N -0.673 0.263 1.330 1.0 0.3 1.5 -0.5446
H -0.345 -1.007 5.715 0.0 0.0 0.0 0.2292
C 0.642 1.073 4.480 0.1 0.1 0.1 -0.2151
C -3.867 2.315 -1.438 -0.1 0.0 0.0 -0.2140
H 3.294 1.270 -2.032 0.0 0.0 0.0 0.1984
O -3.081 -0.377 -1.541 -0.4 -0.6 -0.5 -0.7862
N -2.463 2.231 -0.995 0.2 0.0 0.0 -0.8418
Cr -2.075 -0.043 0.051 0.8 1.5 -2.3 0.7649
C 0.741 -0.994 5.847 0.1 0.0 0.0 -0.4052
H -5.237 1.222 -2.669 0.0 0.0 -0.1 0.2327
H 1.406 -1.671 2.588 0.0 0.0 0.0 0.2369
H 2.583 -2.202 -0.697 0.0 0.0 0.0 0.1977
Se -3.601 0.726 1.548 -1.9 1.1 1.2 -0.4085
H 1.795 -3.623 -1.364 0.0 0.0 0.0 0.2104
H 2.762 -0.492 -3.555 0.0 0.0 0.0 0.2063
C 1.466 2.121 -0.208 0.0 -0.1 0.1 -0.6086
H 1.407 -1.206 -4.437 0.0 0.0 0.0 0.2095
H 0.487 2.197 0.264 0.0 0.0 0.0 0.2247
C -3.450 0.083 -2.678 0.0 0.2 0.0 0.8113
H 1.798 0.078 0.360 0.0 0.0 0.0 0.2221
H 2.603 -0.653 3.401 0.0 0.0 0.0 0.1797
H 3.539 -0.372 -1.425 0.0 -0.1 0.0 0.2120
C 1.851 -0.269 -4.102 0.0 0.1 0.0 -0.6104
H -1.051 1.552 -3.658 0.0 0.0 0.0 0.1966
H -3.925 1.946 -3.589 0.0 0.0 0.0 0.2094
H -4.487 2.012 -0.596 0.0 0.0 0.0 0.2201
H 2.130 0.298 -4.996 0.0 0.0 0.0 0.2004
H 3.925 1.013 -0.408 0.0 0.0 0.0 0.2013
H 0.963 -1.414 6.830 0.0 0.0 0.0 0.2060
O -3.281 -0.479 -3.754 -0.1 0.0 0.0 -0.6827
C -4.166 1.438 -2.653 0.2 0.0 0.1 -0.5280
H 1.461 2.742 -1.110 0.0 0.0 0.0 0.1934
H -4.142 3.351 -1.675 0.0 0.0 0.0 0.1683
C 1.234 0.446 5.738 -0.1 -0.1 -0.1 -0.4103
C 0.851 0.552 -3.289 -0.2 0.0 0.1 -0.5011
H 2.355 -2.230 5.074 0.0 0.0 0.0 0.1919
C 1.381 -1.853 4.750 -0.1 0.1 0.0 -0.4174
H 2.211 2.538 0.476 0.0 0.0 0.0 0.2006
H 1.305 1.529 -3.085 0.0 0.0 0.0 0.2050
P 0.380 -0.026 -1.564 0.5 -0.3 -0.1 0.8660
C 1.937 -2.548 -1.504 -0.1 0.0 0.0 -0.6058
C 1.807 0.669 -0.561 -0.1 0.1 -0.1 -0.5020
Te -2.087 -2.644 3.110 0.2 0.0 0.4 -0.2641
Te -3.143 0.372 3.948 0.1 -0.1 0.2 -0.2609
H -1.373 -2.025 -2.487 0.0 0.0 0.0 0.2522
H 0.008 -2.521 -3.468 0.0 0.0 0.0 0.1884
H 0.160 -2.068 -0.461 -0.1 0.0 0.0 0.2536
H -1.013 -0.103 -4.231 0.0 0.0 0.0 0.2500
H 0.928 1.041 6.600 0.0 0.0 0.0 0.2179
H -0.581 -3.567 -2.170 0.0 0.0 0.0 0.2159
H 1.196 1.971 4.184 0.0 0.0 0.0 0.1813
C -0.404 -2.528 -2.457 -0.1 0.0 0.0 -0.6196
C 0.562 -1.878 -1.463 0.2 0.1 0.0 -0.5262
C 1.581 -1.044 3.461 0.1 -0.1 0.0 -0.1995
C -0.411 0.798 -4.120 0.1 0.0 0.0 -0.6077

***

[3]
61
Properties=species:S:1:pos:R:3:forces:R:3:nbo_charge:R:1 method="wB97M-V/def2-TZVPD" homo_lumo_gap_ev=7.85 homo_ev=-4.99 lumo_ev=2.86 energy_ha=-1630.82706 spin_multiplicity=1 charge=-1
C -1.501 -1.895 2.552 -0.8 -0.2 0.1 -0.4106
H 0.406 2.583 -3.524 0.1 0.4 1.7 0.2254
F 0.454 -3.073 -2.202 -0.4 1.4 0.6 -0.4355
C 3.854 1.205 -1.859 1.1 1.2 -1.5 -0.4291
H -2.350 -1.858 0.124 -1.2 -1.3 0.4 0.2054
H -0.546 -1.568 -1.073 1.3 -0.3 -1.1 0.1686
H -0.144 0.231 -2.744 1.0 -1.4 -0.5 0.2310
S 2.293 2.518 1.523 0.9 0.8 1.2 -0.5543
Sb 1.877 0.408 0.289 -0.1 -2.3 1.4 2.0642
H -4.118 -2.379 0.161 1.5 -0.7 0.6 0.2093
C -2.887 1.182 -0.613 -1.9 1.1 0.4 -0.4145
H -0.297 2.966 0.301 -0.2 -1.8 1.2 0.2035
C 1.824 2.614 -1.774 3.3 3.3 1.0 0.6899
H -1.606 -0.791 2.259 0.4 -1.5 0.3 0.1983
H -0.198 -1.238 -3.887 1.1 0.6 1.5 0.2121
H -4.695 2.472 -0.162 0.5 -0.6 -1.7 0.1999
O 2.569 3.649 -1.545 -3.0 -3.7 -1.4 -0.6146
C 0.397 2.941 -2.426 -0.1 -0.3 -0.4 -0.7178
H -1.414 -1.906 3.715 0.1 0.0 -2.0 0.2062
C 1.361 -0.477 2.238 0.2 -0.3 1.9 -0.8285
N 2.407 1.301 -1.519 -1.0 1.5 -1.1 -0.8685
C 1.777 -1.506 -0.832 -0.3 -0.3 -2.4 -0.8501
N -0.169 0.803 0.021 -0.5 0.5 1.0 -1.0661
C -0.675 1.977 0.783 -2.1 0.7 -0.5 -0.2289
H 4.230 0.115 -2.009 -0.9 1.9 0.8 0.2151
H -0.641 -0.022 0.462 0.7 0.8 -0.5 0.3542
H -2.826 -3.698 2.547 -0.6 1.8 -0.5 0.1943
C 5.320 -0.300 0.959 -5.5 1.9 -1.0 -0.4167
C 0.401 -1.673 -1.706 1.6 -0.3 -0.3 0.2137
H -0.267 -3.734 2.318 -0.1 1.7 -0.9 0.1960
H 2.057 -2.444 -0.248 -0.8 1.3 -0.6 0.2366
C 1.204 -2.057 2.357 -0.8 -0.4 1.1 -0.4154
H -2.818 1.727 1.605 0.7 0.5 -1.8 0.1920
H -2.702 -3.673 0.093 -0.8 1.6 0.7 0.2189
H 2.898 2.123 2.727 -0.7 -0.1 -1.4 0.1535
H -3.829 -2.059 2.586 1.6 -0.9 -0.4 0.2038
H 1.485 -0.511 -3.315 -1.8 -0.4 0.3 0.2279
C 4.020 -0.127 0.761 7.9 -1.0 1.0 -0.4056
H -4.016 2.620 -1.960 -0.8 -0.9 1.5 0.2054
H -0.504 2.452 -1.923 1.5 0.5 -0.6 0.2427
C -3.069 -2.669 0.528 0.8 0.7 0.3 -0.6390
H 0.413 0.068 2.642 1.5 -1.0 -0.7 0.2081
C -2.316 2.061 0.608 0.6 -0.1 -0.2 -0.4222
C 0.396 -0.746 -3.024 -0.4 0.0 0.8 -0.6630
H 3.973 1.696 -2.912 -0.2 -0.8 1.7 0.1892
H -5.068 1.124 -1.387 1.2 1.4 0.2 0.1996
H 0.244 4.087 -2.446 0.5 -1.9 0.2 0.2354
H 2.090 -2.679 1.929 -1.6 1.3 0.4 0.2202
H 6.445 -0.073 1.068 -2.5 -0.8 -0.1 0.2373
H -2.604 3.163 0.417 0.4 -1.7 0.4 0.1941
H -3.206 0.164 -0.199 0.9 1.2 -0.9 0.2015
H -0.331 -2.780 0.743 0.1 0.5 1.6 0.2167
C -0.244 -2.653 1.877 0.4 -0.6 1.0 -0.4259
H 1.230 -2.304 3.500 0.0 0.4 -1.8 0.1863
H 2.598 -1.406 -1.655 -1.3 -0.2 1.5 0.2207
H -0.517 1.940 1.920 0.3 0.3 -1.7 0.1894
H 2.203 -0.160 2.980 -1.3 -0.5 -1.4 0.2284
H 4.553 1.821 -1.172 -1.2 -1.3 -0.9 0.2199
C -2.913 -2.608 2.155 0.8 -0.6 -0.7 -0.4049
H -2.226 1.144 -1.545 -0.7 -0.3 1.7 0.2226
C -4.283 1.915 -1.088 0.6 -0.7 0.6 -0.6264